No. 1
A 3-piece molecular cluster, C29H58BN3O4S overall, computed with ωB97M-V/def2-TZVPD.

Last columns: bonded neighbours and bond lengths (Å).
Cartesian coordinates (Å):
1 C 4.99674 0.47771 0.43089  C2 1.610, H27 1.154, H28 1.153, H29 1.137
2 C 3.70224 1.38562 0.12504  C1 1.610, B3 1.623, H30 1.153, H31 1.156
3 B 2.83969 0.93709 -1.17402  C2 1.623, O4 1.455, C5 1.627
4 O 3.55190 0.26791 -2.25260  B3 1.455, H32 0.979
5 C 1.23740 1.11336 -1.39123  B3 1.627, O6 1.453, C23 1.607, H33 1.158
6 O 0.42659 0.00121 -0.92604  C5 1.453, C7 1.428
7 C -0.43411 0.54085 0.07821  O6 1.428, O8 1.240, C9 1.603
8 O -0.77203 0.03105 1.15702  C7 1.240
9 C -0.89330 1.96432 -0.49815  C7 1.603, C10 1.604, C23 1.628, H34 1.142
10 C -1.84083 2.01349 -1.79122  C9 1.604, C11 1.598, H35 1.153, H36 1.153
11 C -3.09076 1.01866 -1.74845  C10 1.598, C12 1.624, H37 1.151, H38 1.152
12 C -4.16413 1.39747 -0.58967  C11 1.624, C13 1.627, H39 1.143, H40 1.142
13 C -5.63097 1.09679 -1.22571  C12 1.627, C14 1.612, H41 1.154, H42 1.142
14 C -6.75725 0.81226 -0.10757  C13 1.612, C15 1.617, H43 1.141, H44 1.154
15 C -7.68331 2.13089 0.02338  C14 1.617, C16 1.599, H45 1.150, H46 1.143
16 C -9.17036 1.84208 0.53457  C15 1.599, S17 1.879, H47 1.150, H48 1.140
17 S -10.31751 1.25298 -0.83187  C16 1.879, C18 1.854
18 C -12.00331 1.94005 -0.48011  S17 1.854, N19 1.426, O22 1.415
19 N -12.49886 2.57941 0.69442  C18 1.426, N20 1.375
20 N -13.80190 2.97721 0.51102  N19 1.375, C21 1.430
21 C -14.09094 2.53984 -0.81903  N20 1.430, O22 1.408, H49 1.133
22 O -13.01571 1.90513 -1.46872  C18 1.415, C21 1.408
23 C 0.51559 2.51833 -1.09569  C5 1.607, C9 1.628, C24 1.597, H50 1.139
24 C 1.25078 3.63609 -0.22298  C23 1.597, N25 1.503, H51 1.147, H52 1.159
25 N 0.51087 4.94402 -0.21131  C24 1.503, C26 1.509, H53 1.039
26 C 1.42043 5.89833 0.52369  N25 1.509, H54 1.145, H55 1.144, H56 1.148
27 H 5.87947 1.19273 0.63164  C1 1.154
28 H 4.82906 -0.05920 1.43694  C1 1.153
29 H 5.28974 -0.22946 -0.40969  C1 1.137
30 H 2.97739 1.41685 1.02144  C2 1.153
31 H 4.09758 2.45368 -0.07325  C2 1.156
32 H 4.48232 0.57091 -2.28558  O4 0.979
33 H 1.15263 1.03590 -2.54323  C5 1.158
34 H -1.23521 2.62036 0.37170  C9 1.142
35 H -1.19799 1.73115 -2.70525  C10 1.153
36 H -2.15725 3.11057 -1.95095  C10 1.153
37 H -3.65191 1.15256 -2.74451  C11 1.151
38 H -2.78926 -0.09242 -1.71210  C11 1.152
39 H -4.05539 2.47738 -0.23113  C12 1.143
40 H -4.02796 0.69420 0.30003  C12 1.142
41 H -5.51149 0.16505 -1.89603  C13 1.154
42 H -5.87554 1.97635 -1.91198  C13 1.142
43 H -6.31812 0.46357 0.88590  C14 1.141
44 H -7.45223 -0.00569 -0.53082  C14 1.154
45 H -7.74632 2.58409 -1.03195  C15 1.150
46 H -7.12601 2.85216 0.71240  C15 1.143
47 H -9.13703 0.97494 1.28867  C16 1.150
48 H -9.57936 2.80256 0.99282  C16 1.140
49 H -15.10090 2.72823 -1.29575  C21 1.133
50 H 0.44634 3.00357 -2.12367  C23 1.139
51 H 1.51831 3.27433 0.83209  C24 1.147
52 H 2.26862 3.84471 -0.73701  C24 1.159
53 H 0.50956 5.31099 -1.18334  N25 1.039
54 H 1.31666 5.63983 1.63382  C26 1.145
55 H 1.14051 6.99428 0.35497  C26 1.144
56 H 2.52867 5.75509 0.25906  C26 1.148
57 C 4.23027 -2.20453 -4.53278  C58 1.523, H63 1.093, H64 1.093, H65 1.093
58 C 4.03864 -3.68231 -4.21924  C57 1.523, C59 1.530, H66 1.094, H67 1.095
59 C 4.12769 -3.99210 -2.72342  C58 1.530, C60 1.532, H68 1.095, H69 1.096
60 C 5.48146 -3.68086 -2.07715  C59 1.532, C61 1.530, H70 1.096, H71 1.095
61 C 6.68034 -4.39410 -2.70629  C60 1.530, C62 1.523, H72 1.095, H73 1.094
62 C 6.59754 -5.91095 -2.59967  C61 1.523, H74 1.093, H75 1.094, H76 1.092
63 H 5.22003 -1.85183 -4.23307  C57 1.093
64 H 4.12882 -2.03111 -5.60728  C57 1.093
65 H 3.47812 -1.59969 -4.02063  C57 1.093
66 H 4.76796 -4.27551 -4.77941  C58 1.094
67 H 3.05173 -3.99110 -4.57974  C58 1.095
68 H 3.88169 -5.04764 -2.56721  C59 1.095
69 H 3.35394 -3.42309 -2.19637  C59 1.096
70 H 5.42663 -3.94638 -1.01488  C60 1.096
71 H 5.65957 -2.60083 -2.10555  C60 1.095
72 H 7.59031 -4.05647 -2.19943  C61 1.095
73 H 6.78898 -4.10465 -3.75621  C61 1.094
74 H 6.53946 -6.22379 -1.55366  C62 1.093
75 H 7.48672 -6.36952 -3.04198  C62 1.094
76 H 5.72638 -6.30635 -3.12598  C62 1.092
77 C 1.46436 -1.68006 2.25815  C78 1.523, H83 1.093, H84 1.093, H85 1.090
78 C 1.78365 -2.65493 3.38423  C77 1.523, C79 1.530, H86 1.095, H87 1.095
79 C 1.24783 -2.19615 4.74175  C78 1.530, C80 1.532, H88 1.095, H89 1.095
80 C 1.83490 -0.87820 5.25714  C79 1.532, C81 1.530, H90 1.096, H91 1.095
81 C 3.35847 -0.85823 5.39932  C80 1.530, C82 1.523, H92 1.095, H93 1.095
82 C 3.87893 -1.87495 6.40653  C81 1.523, H94 1.093, H95 1.094, H96 1.092
83 H 1.92571 -0.70321 2.42475  C77 1.093
84 H 1.84197 -2.06647 1.30751  C77 1.093
85 H 0.38788 -1.54052 2.16054  C77 1.090
86 H 2.86459 -2.82067 3.43334  C78 1.095
87 H 1.33612 -3.62521 3.14390  C78 1.095
88 H 1.42575 -2.98837 5.47671  C79 1.095
89 H 0.15971 -2.08778 4.67584  C79 1.095
90 H 1.38358 -0.65607 6.23128  C80 1.096
91 H 1.53227 -0.06052 4.59518  C80 1.095
92 H 3.66389 0.14257 5.72213  C81 1.095
93 H 3.83479 -1.02576 4.42812  C81 1.095
94 H 3.45302 -1.69297 7.39692  C82 1.093
95 H 4.96757 -1.80336 6.48708  C82 1.094
96 H 3.63692 -2.89770 6.11046  C82 1.092

Results
**Orbital gap**: 0.32769 hartree
**Multiplicity**: 1

---

No. 2
A 12-piece molecular cluster, C29H58Cl22NO5P overall, computed with ωB97M-V/def2-TZVPD.

Last columns: bonded neighbours and bond lengths (Å).
Cartesian coordinates (Å):
1 O 3.64738 -5.33312 -0.01011  C2 1.243
2 C 3.26325 -4.15137 -0.00068  O1 1.243, O3 1.211, N4 1.528
3 O 3.41952 -3.32311 0.86913  C2 1.211
4 N 2.52392 -3.75589 -1.27836  C2 1.528, C5 1.490, C9 1.477, H15 1.021
5 C 3.42489 -3.59868 -2.45487  N4 1.490, C6 1.537, H16 1.086, H17 1.095
6 C 4.29421 -2.33252 -2.39043  C5 1.537, C7 1.550, H18 1.095, H19 1.089
7 C 3.82012 -1.24613 -1.39239  C6 1.550, C8 1.536, H20 1.091, H21 1.086
8 C 2.30851 -1.22187 -1.11880  C7 1.536, C9 1.546, H22 1.103, H23 1.097
9 C 1.61231 -2.60262 -1.13956  N4 1.477, C8 1.546, C10 1.551, H24 1.095
10 C 0.63543 -2.76480 0.05473  C9 1.551, P11 1.811, H25 1.095, H26 1.090
11 P -1.03438 -2.17891 -0.33176  C10 1.811, O12 1.460, O13 1.627, O14 1.605
12 O -1.14904 -0.72820 -0.21642  P11 1.460
13 O -1.50677 -2.60144 -1.82994  P11 1.627, H27 0.968
14 O -2.10611 -2.86523 0.64624  P11 1.605, H28 0.970
15 H 1.94306 -4.56630 -1.49870  N4 1.021
16 H 3.97951 -4.51912 -2.61491  C5 1.086
17 H 2.75329 -3.47937 -3.31185  C5 1.095
18 H 4.25556 -1.88616 -3.38927  C6 1.095
19 H 5.32883 -2.62916 -2.22395  C6 1.089
20 H 4.31700 -1.44846 -0.44254  C7 1.091
21 H 4.20471 -0.28555 -1.72134  C7 1.086
22 H 2.08053 -0.68672 -0.18201  C8 1.103
23 H 1.85162 -0.61419 -1.90984  C8 1.097
24 H 0.97912 -2.61291 -2.03335  C9 1.095
25 H 0.64255 -3.78886 0.44303  C10 1.095
26 H 0.99491 -2.13009 0.86511  C10 1.090
27 H -1.00638 -2.02623 -2.42685  O13 0.968
28 H -2.97505 -2.74440 0.23162  O14 0.970
29 Cl 6.05417 1.36429 -0.17706  C30 1.779
30 C 5.15789 2.35432 0.99884  Cl29 1.779, C31 1.508, H33 1.088, H34 1.089
31 C 4.43750 1.49625 2.00767  C30 1.508, Cl32 1.792, H35 1.092, H36 1.088
32 Cl 3.08354 0.58074 1.27391  C31 1.792
33 H 4.46800 2.99147 0.45010  C30 1.088
34 H 5.88358 2.99133 1.50282  C30 1.089
35 H 4.00662 2.12596 2.78859  C31 1.092
36 H 5.10888 0.78127 2.47846  C31 1.088
37 Cl 0.86981 1.55602 4.99920  C38 1.782
38 C 1.62214 2.63182 6.20476  Cl37 1.782, C39 1.505, H41 1.088, H42 1.090
39 C 2.67956 3.51211 5.59377  C38 1.505, Cl40 1.787, H43 1.089, H44 1.088
40 Cl 4.11362 2.57820 5.07961  C39 1.787
41 H 2.02965 2.01306 7.00128  C38 1.088
42 H 0.82502 3.24899 6.61962  C38 1.090
43 H 3.02118 4.24228 6.32608  C39 1.089
44 H 2.30044 4.04902 4.72712  C39 1.088
45 Cl 8.24984 -3.31898 -1.23179  C46 1.783
46 C 9.06993 -2.87643 -2.75199  Cl45 1.783, C47 1.506, H49 1.088, H50 1.089
47 C 9.34970 -1.39655 -2.78221  C46 1.506, Cl48 1.779, H51 1.089, H52 1.087
48 Cl 7.83440 -0.47549 -2.92891  C47 1.779
49 H 8.44870 -3.18609 -3.58940  C46 1.088
50 H 10.00096 -3.44025 -2.79235  C46 1.089
51 H 9.96806 -1.13719 -3.64050  C47 1.089
52 H 9.86641 -1.07545 -1.88101  C47 1.087
53 Cl -0.65544 4.91295 7.39661  C54 1.781
54 C -2.39403 4.52477 7.38437  Cl53 1.781, C55 1.506, H57 1.087, H58 1.089
55 C -2.79105 3.67459 8.56274  C54 1.506, Cl56 1.783, H59 1.089, H60 1.087
56 Cl -2.11291 2.02857 8.46128  C55 1.783
57 H -2.62133 4.03452 6.44072  C54 1.087
58 H -2.92839 5.47356 7.41276  C54 1.089
59 H -3.87469 3.57116 8.59094  C55 1.089
60 H -2.46402 4.11586 9.50125  C55 1.087
61 Cl -3.23855 8.36644 6.90010  C62 1.786
62 C -2.28124 9.04279 5.55286  Cl61 1.786, C63 1.507, H65 1.088, H66 1.089
63 C -2.30364 8.15343 4.33676  C62 1.507, Cl64 1.783, H67 1.089, H68 1.090
64 Cl -1.41226 6.63173 4.60197  C63 1.783
65 H -1.26784 9.20718 5.91173  C62 1.088
66 H -2.71965 10.00917 5.30803  C62 1.089
67 H -1.82427 8.66110 3.50076  C63 1.089
68 H -3.32127 7.89781 4.04079  C63 1.090
69 Cl 3.54117 -6.23795 -4.09184  C70 1.786
70 C 4.11436 -7.76505 -3.36483  Cl69 1.786, C71 1.508, H73 1.087, H74 1.089
71 C 4.67195 -7.56608 -1.97772  C70 1.508, Cl72 1.779, H75 1.089, H76 1.089
72 Cl 6.20147 -6.65708 -1.98209  C71 1.779
73 H 4.85342 -8.19721 -4.03495  C70 1.087
74 H 3.25618 -8.43414 -3.32344  C70 1.089
75 H 4.88206 -8.53466 -1.52646  C71 1.089
76 H 3.97261 -7.03376 -1.33395  C71 1.089
77 Cl -5.60456 -1.79407 1.77383  C78 1.785
78 C -5.24182 -2.91018 3.11823  Cl77 1.785, C79 1.507, H81 1.087, H82 1.089
79 C -5.07294 -4.33288 2.65052  C78 1.507, Cl80 1.783, H83 1.089, H84 1.087
80 Cl -6.60704 -5.04130 2.08271  C79 1.783
81 H -6.04049 -2.82142 3.85038  C78 1.087
82 H -4.31732 -2.56157 3.57612  C78 1.089
83 H -4.72413 -4.95050 3.47640  C79 1.089
84 H -4.34974 -4.40389 1.84162  C79 1.087
85 Cl -7.18115 3.23144 0.37434  C86 1.783
86 C -7.28211 1.49789 -0.02893  Cl85 1.783, C87 1.507, H89 1.087, H90 1.089
87 C -7.39226 1.26436 -1.51367  C86 1.507, Cl88 1.783, H91 1.089, H92 1.087
88 Cl -8.95724 1.81195 -2.16861  C87 1.783
89 H -8.13027 1.07729 0.50572  C86 1.087
90 H -6.37347 1.03202 0.35048  C86 1.089
91 H -7.31675 0.19820 -1.72291  C87 1.089
92 H -6.60227 1.77729 -2.05683  C87 1.087
93 Cl -1.16013 -3.55189 -5.83445  C94 1.784
94 C -2.91696 -3.79637 -5.64005  Cl93 1.784, C95 1.507, H97 1.087, H98 1.089
95 C -3.24511 -4.57979 -4.39462  C94 1.507, Cl96 1.783, H99 1.089, H100 1.088
96 Cl -2.71699 -6.27873 -4.50920  C95 1.783
97 H -3.28729 -4.28965 -6.53535  C94 1.087
98 H -3.36869 -2.80703 -5.58465  C94 1.089
99 H -4.32365 -4.59168 -4.24424  C95 1.089
100 H -2.78031 -4.14179 -3.51390  C95 1.088
101 Cl -4.38767 10.76166 1.66368  C102 1.784
102 C -5.54742 9.63743 0.90691  Cl101 1.784, C103 1.506, H105 1.087, H106 1.089
103 C -5.97047 8.54282 1.85153  C102 1.506, Cl104 1.782, H107 1.089, H108 1.088
104 Cl -4.63616 7.41517 2.20354  C103 1.782
105 H -5.08764 9.23364 0.00828  C102 1.087
106 H -6.41524 10.22611 0.61375  C102 1.089
107 H -6.77226 7.95726 1.40432  C103 1.089
108 H -6.32836 8.94676 2.79569  C103 1.088
109 Cl -2.58673 -0.89859 -8.07219  C110 1.784
110 C -1.00252 -1.50469 -8.62425  Cl109 1.784, C111 1.508, H113 1.085, H114 1.089
111 C -0.77612 -1.24312 -10.09159  C110 1.508, Cl112 1.782, H115 1.089, H116 1.087
112 Cl -1.84776 -2.22572 -11.12203  C111 1.782
113 H -0.94936 -2.56402 -8.39409  C110 1.085
114 H -0.24445 -0.98900 -8.03642  C110 1.089
115 H 0.24707 -1.50558 -10.35634  C111 1.089
116 H -0.93700 -0.19689 -10.34062  C111 1.087

Results
**Orbital gap**: 0.33824 hartree
**Multiplicity**: 1

---

Asked for F_max across the records above, the calculation gives 6.82, 3.77 eV/A in order.